1.
{
  "formula": "C6H12NS2",
  "method": "wB97M-V/def2-TZVPD",
  "elements": ["C", "C", "C", "C", "C", "C", "N", "S", "S", "H", "H", "H", "H", "H", "H", "H", "H", "H", "H", "H", "H"],
  "xyz": [[0.8741, -0.0335, 1.2416], [0.7498, 0.7753, 0.1786], [1.2149, -1.3775, 0.6865], [1.0798, 0.1452, -1.0986], [1.0709, -1.3592, -0.8239], [-2.2601, -0.1041, 0.4969], [0.3678, 2.0614, 0.2334], [-2.5739, 1.2973, -0.4254], [-2.3891, -1.5933, -0.2182], [2.2705, -1.4982, 1.1134], [0.5721, -2.0209, 1.1971], [0.4408, 0.5288, -1.8986], [2.2522, 0.4779, -1.4120], [1.8862, -1.8744, -1.4190], [0.1490, -1.8201, -1.0270], [0.7625, 0.3276, 2.2814], [0.1779, 2.5554, -0.5845], [0.1130, 2.4506, 1.1686], [-1.9721, -0.0448, 1.5082], [-2.1152, 2.2205, 0.3251], [-2.6711, -1.1139, -1.5236]],
  "forces_ev_per_a": [[-1.0361, 0.6839, -0.8301], [-0.3918, 0.5153, 0.8970], [3.0571, 0.3612, 2.4160], [3.0974, 0.8547, -1.9615], [1.9648, 0.6025, -0.1408], [0.3229, 1.3500, -1.6528], [-0.2752, 0.8288, 2.4711], [-0.8015, -2.0427, -1.0517], [-0.6329, -0.1538, -1.2705], [-1.0988, -0.8001, -0.9687], [-0.7415, -2.0014, 0.5443], [0.0526, -0.2584, -0.2161], [-3.1427, -0.6717, 0.7724], [-1.0385, 0.4195, 0.9837], [-1.1161, -0.4818, -0.7532], [0.2242, -0.7106, -0.6307], [-0.0746, 1.0845, -1.1131], [0.5471, -0.2268, -1.6023], [0.1687, -0.0039, 1.1283], [0.6231, 1.2440, 1.6022], [0.2920, -0.5932, 1.3764]],
  "orbital_gap_ev": [5.63, 5.63],
  "mol_weight_g_mol": 162.3,
  "total_charge": 1,
  "spin_multiplicity": 1,
  "max_force_ev_per_a": 3.91,
  "e_tot_ev": -29567.768,
  "homo_ev": [-11.4, -11.4]
}



2.
{
  "formula": "CH5N3O",
  "method": "wB97M-V/def2-TZVPD",
  "elements": ["C", "H", "H", "H", "H", "H", "N", "N", "N", "O"],
  "xyz": [[-0.0983, 0.7543, -0.1699], [-1.0155, -1.3239, -0.2749], [-2.9304, -0.5380, -0.5724], [0.3397, 1.6615, -0.2692], [0.7395, -0.9566, 0.6923], [2.7732, 0.6839, 0.7116], [-1.8799, -0.4807, 0.0930], [-1.2927, 0.6597, 0.0745], [0.9663, -0.3539, -0.2250], [2.3980, -0.1063, -0.0601]],
  "forces_ev_per_a": [[5.0328, -1.7503, 0.6545], [-4.0942, 2.4784, 0.8332], [4.5070, 0.3485, 2.5783], [1.2539, 2.9033, -0.1615], [0.6297, 1.4499, -2.6285], [-2.5170, -3.1227, -2.9795], [-1.7068, -7.1584, -2.5544], [-1.7213, 2.7584, -1.3570], [-1.7590, -1.3111, 3.6381], [0.3749, 3.4040, 1.9768]],
  "orbital_gap_ev": 9.19,
  "smiles": "N/N=C\\NO",
  "mol_weight_g_mol": 75.1,
  "spin_multiplicity": 1,
  "max_force_ev_per_a": 7.79,
  "e_tot_ev": -7629.288,
  "homo_ev": -8.8
}



3.
{
  "formula": "C15H6N4S5Se5TeW",
  "method": "wB97M-V/def2-TZVPD",
  "elements": ["W", "Se", "N", "C", "C", "C", "C", "C", "N", "C", "C", "N", "C", "C", "C", "C", "C", "N", "H", "H", "H", "H", "H", "H", "S", "C", "S", "C", "C", "S", "S", "S", "Se", "Se", "Te", "Se", "Se"],
  "xyz": [[1.8115, -1.0823, -1.4343], [-4.3404, -0.5162, 3.4396], [-2.5838, -0.7403, 3.6893], [-2.0319, -0.7407, 2.5101], [-0.5976, -0.8997, 2.2893], [0.3187, -1.0207, 3.3252], [1.6571, -1.1444, 3.0177], [2.0482, -1.1589, 1.6862], [1.1666, -1.0706, 0.6903], [-0.1318, -0.9136, 0.9770], [-1.0304, -0.7365, -0.1572], [-0.4462, -0.6895, -1.3628], [-1.2080, -0.4741, -2.4235], [-2.5901, -0.3118, -2.3353], [-3.1936, -0.3598, -1.1047], [-2.3965, -0.5808, 0.0200], [-2.9295, -0.5935, 1.3759], [-4.1958, -0.4744, 1.6588], [-0.0336, -1.0010, 4.3481], [2.4092, -1.2257, 3.7894], [3.0814, -1.2541, 1.3834], [-0.7016, -0.4243, -3.3769], [-3.1518, -0.1493, -3.2437], [-4.2598, -0.2245, -0.9808], [3.1127, 6.7389, -0.7619], [2.5298, 5.1771, -0.6535], [3.4779, 3.7769, -0.8926], [2.2801, 2.5404, -0.5269], [1.0408, 3.0039, -0.2114], [-0.4391, 2.1937, 0.1457], [0.9279, 4.7648, -0.2099], [3.0317, 0.9438, -0.5604], [0.7532, -3.5557, -1.0920], [-0.6113, -2.8437, -4.9151], [1.3611, -3.0897, -3.4466], [1.9527, 0.2616, -3.4574], [3.9120, -2.1253, -1.1992]],
  "forces_ev_per_a": [[0.2791, -0.8279, -0.7200], [-0.0742, -0.0532, 0.0643], [0.0645, 0.0571, -0.0058], [0.0745, -0.0435, 0.0046], [-0.0755, -0.0230, 0.0479], [-0.0122, 0.0035, 0.0133], [0.0228, 0.0052, -0.0493], [-0.0305, 0.0001, 0.0579], [0.0011, 0.0895, 0.0322], [-0.0267, 0.0204, 0.0461], [-0.0068, 0.0088, 0.0663], [0.0748, 0.0069, 0.0220], [-0.0325, 0.0314, -0.1186], [0.0849, -0.0059, -0.0170], [0.0393, -0.0394, 0.0641], [-0.1557, -0.0080, -0.0063], [0.0058, -0.0146, -0.0601], [0.0282, 0.0574, -0.0463], [0.0028, -0.0001, -0.0013], [0.0025, 0.0024, -0.0009], [0.0025, -0.0048, 0.0110], [-0.0426, -0.0127, 0.0249], [-0.0029, -0.0040, 0.0051], [0.0010, 0.0058, -0.0003], [-0.0007, 0.0821, -0.0885], [0.0418, -0.1505, 0.2440], [-0.0335, 0.0059, -0.0928], [-0.0123, 0.0890, -0.0730], [-0.0708, -0.0526, -0.0640], [0.1430, 0.0677, 0.1832], [-0.0254, 0.0039, -0.0847], [-0.1832, -0.0069, 0.0663], [-0.2602, 0.0224, 0.0169], [0.1735, -0.0084, 0.2619], [-0.0511, 0.3134, 0.0637], [0.0665, 0.1937, -0.0078], [-0.0119, 0.1886, 0.1408]],
  "orbital_gap_ev": [4.70, 4.68],
  "s2": 2.015,
  "mol_weight_g_mol": 1108.8,
  "total_charge": -2,
  "spin_multiplicity": 3,
  "max_force_ev_per_a": 1.13,
  "e_tot_ev": -411644.606,
  "homo_ev": [-1.5, -1.5]
}